[1]
67
Properties=species:S:1:pos:R:3 method="wB97M-V/def2-TZVPD" multiplicity=2 de_lowest_kj_mol=301.2 charge=+1
Ru 0.1923 0.3156 0.2844
C -4.3281 0.0314 0.1724
C -3.1723 0.7752 -0.0427
N -2.1338 0.1769 0.5393
N -2.5829 -0.9386 1.1217
C -3.9024 -1.0529 0.9158
B -1.6682 -1.9985 1.7689
N -0.8457 -2.6658 0.6458
C -0.8937 -3.9446 0.2495
C 0.1081 -4.1543 -0.6756
C 0.7405 -2.9189 -0.7877
N 0.1449 -2.0378 0.0069
N -0.6562 -1.3814 2.7523
C -0.5425 -1.6820 4.0549
C 0.6609 -1.1877 4.5158
C 1.2374 -0.5808 3.4039
N 0.4274 -0.6972 2.3589
H -5.3216 0.2564 -0.1585
H -3.0663 1.7011 -0.5790
H -4.4582 -1.8798 1.3069
H -2.3280 -2.8039 2.3188
H -1.6211 -4.6283 0.6322
H 0.3461 -5.0639 -1.1835
H 1.6032 -2.6536 -1.3695
H -1.3053 -2.2231 4.5794
H 1.0572 -1.2426 5.5077
H 2.2046 -0.1255 3.3140
I 2.7276 1.1741 -0.8399
C 3.2427 1.8625 1.1423
C 4.5535 1.7153 1.5414
C 4.8908 2.0556 2.8513
C 3.9096 2.3834 3.7527
C 2.5540 2.4474 3.3662
C 1.5133 2.5434 4.3092
C 0.1935 2.4523 3.9056
C -0.1508 2.5196 2.5690
C 0.8604 2.6038 1.5669
C 2.2265 2.3190 1.9831
H 5.2915 1.3307 0.8565
H 5.9235 2.0022 3.1552
H 4.1619 2.5763 4.7844
H 1.7589 2.6394 5.3547
H -0.5923 2.4226 4.6437
H -1.1903 2.6627 2.3146
C -0.2403 6.3441 -2.5957
C 0.0664 5.3211 -1.5594
C -0.9063 4.4454 -1.0638
C -0.6092 3.5185 -0.1079
N 0.6443 3.4156 0.4494
C 1.6178 4.2566 -0.0446
C 1.3547 5.1686 -1.0227
H -1.3049 6.5609 -2.6370
H 0.0764 5.9962 -3.5815
H 0.2940 7.2702 -2.3951
H -1.9250 4.5207 -1.4131
H -1.3421 2.8170 0.2584
H 2.5869 4.2155 0.4275
H 2.1541 5.8102 -1.3612
N 0.1192 -1.2944 -4.3208
N -0.3119 -0.2513 -3.5960
N -1.0676 0.6948 -4.0818
C -1.3053 1.4502 -3.0187
N -0.6962 0.9665 -1.9416
N -0.0724 -0.1220 -2.3223
H 0.1569 -1.0978 -5.3131
H 0.9336 -1.7467 -3.9228
H -1.8976 2.3390 -3.0453

---

[2]
65
Properties=species:S:1:pos:R:3 method="wB97M-V/def2-TZVPD" multiplicity=2 total_energy_ha=-4205.0075 charge=+1
Cr -0.6561 0.3742 0.7033
Cl -6.5756 -3.6614 -0.2135
C -5.1960 -2.7413 0.2905
C -4.5579 -3.0562 1.4929
C -3.4712 -2.3243 1.9171
C -2.9736 -1.2755 1.1437
O -1.9131 -0.5970 1.5849
C -3.6200 -0.9632 -0.0636
C -3.2079 0.1763 -0.8390
N -2.1353 0.8303 -0.6044
C -1.8596 2.0717 -1.2376
C -2.2109 2.4681 -2.4901
C -1.8682 3.7693 -2.9339
C -1.1996 4.6394 -2.1247
C -0.8019 4.2370 -0.8241
C -0.0720 5.0430 0.0738
C 0.3024 4.5395 1.2897
C -0.0160 3.2119 1.6096
N -0.6947 2.4319 0.7955
C -1.1181 2.9403 -0.4056
C -4.7449 -1.6965 -0.4713
H -4.9351 -3.8734 2.0936
H -2.9815 -2.5434 2.8571
H -3.8794 0.5245 -1.6237
H -2.7155 1.7853 -3.1633
H -2.1464 4.0725 -3.9347
H -0.9465 5.6341 -2.4691
H 0.1983 6.0521 -0.2144
H 0.8591 5.1357 1.9991
H 0.3098 2.7660 2.5422
H -5.2529 -1.4377 -1.3928
S -0.3614 -1.3762 -1.3578
C 1.2681 -1.4055 -1.8200
N 1.6916 -0.8141 -2.9133
C 3.1145 -0.8317 -3.2275
C 3.7380 -1.9122 -2.3380
S 2.5501 -2.2362 -0.9907
H 1.0821 -0.1321 -3.3463
H 3.5380 0.1534 -3.0319
H 3.2550 -1.0667 -4.2801
H 4.6817 -1.5917 -1.9061
H 3.8870 -2.8446 -2.8767
C 0.3858 -3.2160 3.3683
S 0.4059 -2.9568 1.5818
C -0.4630 -4.4465 1.0476
H 1.0549 -4.0219 3.6674
H -0.6280 -3.4413 3.6991
H 0.7110 -2.2809 3.8226
H -1.2751 -4.6640 1.7411
H 0.2083 -5.3023 0.9922
H -0.8770 -4.2461 0.0605
C 3.6305 -0.1669 2.6588
N 3.1263 0.4743 1.4437
C 3.9419 1.0706 0.5120
C 3.4604 1.6056 -0.6221
C 2.0332 1.5210 -0.9284
O 1.5284 1.9391 -1.9631
N 1.2792 0.8981 0.0456
C 1.7893 0.4694 1.1983
O 0.9464 0.0651 2.0526
H 4.6915 0.0478 2.7494
H 3.4759 -1.2431 2.6031
H 3.1040 0.2175 3.5281
H 4.9943 1.0894 0.7620
H 4.1114 2.1123 -1.3193

---

[3]
60
Properties=species:S:1:pos:R:3 method="wB97M-V/def2-TZVPD" multiplicity=5 de_lowest_kj_mol=0.0 charge=+4
N 0.0497 1.9893 -1.4009
C 0.5659 3.0124 -1.3960
C 0.9086 4.4015 -1.2731
H -0.0106 5.0088 -1.2701
H 1.5663 4.7221 -2.0923
H 1.4462 4.5603 -0.3327
N 2.5393 -1.7693 -1.9435
C 3.4416 -2.3293 -2.4383
C 4.6082 -3.1332 -2.3531
H 5.3929 -2.7602 -3.0347
H 4.3558 -4.1867 -2.6035
H 4.9732 -3.0664 -1.2950
N -1.3483 -2.8701 -1.7280
C -2.5081 -2.7672 -1.6078
C -3.9366 -2.8047 -1.2432
H -4.0743 -3.5218 -0.4252
H -4.5787 -3.1504 -2.0768
H -4.2841 -1.8140 -0.8673
Os 0.8682 -0.5789 -1.4401
C 0.8124 -2.0289 -0.2995
O 0.9122 -3.0246 0.3189
C 2.1779 0.3500 -0.4900
O 2.9812 0.8729 0.1732
C 1.3455 0.7539 -3.5859
C -0.0267 0.8060 -3.3962
C -0.7825 -0.3713 -3.3715
C -0.1479 -1.5608 -3.6756
C 1.1893 -1.6017 -3.9726
C 1.9498 -0.4267 -3.9224
H 1.8767 1.6879 -3.7399
H -0.5556 1.7317 -3.4272
H -1.8448 -0.3108 -3.2949
H -0.7309 -2.4454 -3.9187
H 1.6133 -2.5078 -4.3790
H 2.9515 -0.4458 -4.3271
N -0.5840 0.0427 0.0262
S -0.5892 -0.4444 1.5811
C 0.5923 0.5407 2.5992
C 0.7412 1.9240 2.5213
C 1.6716 2.5884 3.3225
C 2.4633 1.8887 4.2116
C 2.2253 0.5196 4.4339
C 1.2673 -0.1485 3.6275
C -2.1705 0.0953 2.4041
C -3.1476 -0.9177 2.5230
C -4.3879 -0.6176 3.1196
C -4.6372 0.6564 3.6498
C -3.6287 1.5977 3.6061
C -2.3948 1.3198 3.0309
H -0.9880 1.0200 0.0233
H 0.1166 2.4902 1.8594
H 1.8001 3.6661 3.2402
H 3.2477 2.3871 4.8066
H 2.7994 -0.0116 5.2126
H 1.0741 -1.2069 3.8396
H -2.9511 -1.9331 2.1408
H -5.1750 -1.3802 3.1652
H -5.6152 0.8732 4.0862
H -3.8180 2.5718 4.0316
H -1.6084 2.0576 3.0673

---

[4]
60
Properties=species:S:1:pos:R:3 method="wB97M-V/def2-TZVPD" de_lowest_kj_mol=101.0 charge=0 smiles="CCOc1cccc2c1O[C@@]1(C)C[C@@H]2NC(=O)N1c1cccc(C(=O)NCc2ccccn2)c1"
C 2.2373 -1.4960 2.1155
C 1.1754 -0.6780 2.8416
O 0.6030 0.3268 2.0277
C 1.3061 1.4533 1.7474
C 2.5168 1.8337 2.3048
C 3.1164 3.0299 1.9359
C 2.5202 3.8579 1.0100
C 1.3030 3.5015 0.4381
C 0.7003 2.3072 0.8025
O -0.4987 1.8866 0.2995
C -0.9671 2.5527 -0.8624
C -2.4252 2.1259 -1.0305
C -0.8450 4.0645 -0.6676
C 0.6471 4.3633 -0.6192
N 1.1546 4.0551 -1.9420
C 0.8557 2.8737 -2.5641
O 1.4553 2.5100 -3.5535
N -0.1983 2.1590 -2.0333
C -0.3886 0.8430 -2.5451
C -0.7978 0.6673 -3.8603
C -0.9793 -0.6108 -4.3600
C -0.7739 -1.7158 -3.5530
C -0.3495 -1.5411 -2.2403
C -0.0653 -2.6933 -1.3389
O 0.9142 -2.7489 -0.6213
N -0.9785 -3.7012 -1.4043
C -0.9280 -4.7367 -0.3932
C -1.2652 -4.1692 0.9666
C -0.5389 -4.5055 2.1030
C -0.8791 -3.9107 3.3058
C -1.9247 -3.0005 3.3314
C -2.5853 -2.7342 2.1428
N -2.2702 -3.3033 0.9939
C -0.1428 -0.2616 -1.7422
H 2.5891 -2.2925 2.7660
H 1.8160 -1.9355 1.2144
H 3.0824 -0.8736 1.8313
H 1.5739 -0.2411 3.7672
H 0.3286 -1.3203 3.1008
H 3.0104 1.2037 3.0269
H 4.0608 3.3057 2.3793
H 2.9881 4.7872 0.7215
H -2.8138 2.4973 -1.9743
H -3.0133 2.5271 -0.2101
H -2.4942 1.0424 -1.0114
H -1.3118 4.5921 -1.4989
H -1.3320 4.3451 0.2662
H 0.8405 5.4223 -0.4193
H 2.0395 4.4486 -2.2223
H -0.9521 1.5307 -4.4877
H -1.2867 -0.7445 -5.3866
H -0.9087 -2.7119 -3.9489
H -1.8882 -3.4833 -1.7790
H -1.6353 -5.5240 -0.6646
H 0.0846 -5.1468 -0.3772
H 0.2790 -5.2059 2.0397
H -0.3308 -4.1451 4.2073
H -2.2155 -2.5074 4.2460
H -3.4063 -2.0302 2.1020
H 0.1920 -0.1444 -0.7235

---

[5]
60
Properties=species:S:1:pos:R:3 method="wB97M-V/def2-TZVPD" de_lowest_kj_mol=31.3 charge=0 smiles="C[C@@]1(c2ccc3ccccc3c2)NC(=O)N(CC(=O)N2CCN(c3ccccc3O)CC2)C1=O"
C -2.7697 -1.7237 2.1433
C -2.7618 -0.8142 0.9075
C -4.1630 -0.4239 0.4859
C -5.0645 -1.4404 0.1098
C -6.3400 -1.1326 -0.2658
C -6.7903 0.2041 -0.2846
C -8.1044 0.5540 -0.6567
C -8.5003 1.8622 -0.6713
C -7.6001 2.8791 -0.3161
C -6.3196 2.5718 0.0494
C -5.8813 1.2313 0.0768
C -4.5677 0.8845 0.4546
N -1.8959 0.3266 1.1154
C -0.7760 0.2825 0.3641
O 0.1734 1.0238 0.3774
N -0.9350 -0.7939 -0.5224
C 0.2067 -1.2685 -1.2586
C 1.2021 -1.8081 -0.2151
O 0.7978 -2.1374 0.8836
N 2.4960 -1.9174 -0.5783
C 3.0959 -1.3571 -1.7681
C 3.7212 -0.0024 -1.4134
N 4.7462 -0.2437 -0.4138
C 5.6525 0.8297 -0.1704
C 5.3222 2.1734 -0.2469
C 6.2804 3.1427 -0.0009
C 7.5719 2.7740 0.3307
C 7.9200 1.4369 0.4010
C 6.9687 0.4618 0.1425
O 7.3155 -0.8514 0.1829
C 4.1548 -0.8018 0.7989
C 3.4852 -2.1362 0.4618
C -2.0388 -1.5418 -0.2353
O -2.3708 -2.5560 -0.7894
H -3.3060 -2.6422 1.9264
H -3.2535 -1.2161 2.9755
H -1.7454 -1.9744 2.4138
H -4.7249 -2.4636 0.0954
H -7.0252 -1.9153 -0.5574
H -8.7928 -0.2329 -0.9304
H -9.5085 2.1242 -0.9570
H -7.9296 3.9077 -0.3345
H -5.6234 3.3519 0.3233
H -3.8845 1.6796 0.7148
H -1.9516 0.8978 1.9416
H 0.6168 -0.4301 -1.8221
H -0.1219 -2.0694 -1.9247
H 2.3697 -1.2617 -2.5719
H 3.8843 -2.0424 -2.0969
H 4.1884 0.4457 -2.2926
H 2.9244 0.6639 -1.0453
H 4.3127 2.4665 -0.4916
H 6.0121 4.1864 -0.0621
H 8.3165 3.5297 0.5294
H 8.9248 1.1292 0.6427
H 6.5575 -1.3528 -0.1561
H 4.9351 -0.9495 1.5480
H 3.3947 -0.1222 1.2173
H 2.9768 -2.5397 1.3376
H 4.2224 -2.8580 0.0984

---

[6]
62
Properties=species:S:1:pos:R:3 method="wB97M-V/def2-TZVPD" multiplicity=4 total_energy_ha=-2304.3760 charge=+3
Re -0.0396 -0.3236 -1.3504
C -2.5738 -2.7653 -0.9283
C -1.1821 -3.1244 -0.5426
N -0.1499 -2.2938 -0.6355
C 1.0404 -2.8701 -0.1936
C 0.8956 -4.1435 0.2367
S -0.7366 -4.6410 0.0728
C 2.1768 -1.9643 -0.2490
C 3.4741 -2.0891 0.1050
S 4.3128 -0.6256 -0.1862
C 2.9126 0.1281 -0.7488
N 1.8625 -0.6959 -0.7423
C 2.8590 1.5507 -1.1826
H -2.6035 -1.7971 -1.4340
H -3.2107 -2.7062 -0.0438
H -2.9998 -3.5125 -1.5982
H 1.6444 -4.8140 0.6285
H 3.9802 -2.9505 0.5118
H 3.8602 1.9707 -1.2568
H 2.3093 2.1483 -0.4498
H 2.3774 1.6473 -2.1576
C 1.8654 2.6141 4.4969
C 1.2964 1.4844 3.6935
C 1.3117 0.1891 4.2033
C 0.7635 -0.8723 3.5021
C 0.2086 -0.6534 2.2522
C 0.2124 0.6317 1.7314
N -0.3745 0.8692 0.3964
C -1.8391 1.0955 0.3620
C -2.6569 0.6671 1.3913
C -4.0148 0.9732 1.3457
C -4.5414 1.7231 0.3054
C -3.7169 2.1625 -0.7203
C -2.3667 1.8305 -0.7134
C -1.5358 2.2604 -1.8660
O -1.6250 3.2176 -2.5393
O -0.5703 1.2528 -2.2322
C 0.7240 1.7265 2.4266
C 0.6782 3.1438 1.9228
H 2.2477 2.2561 5.4492
H 1.1078 3.3722 4.7036
H 2.6842 3.1059 3.9677
H 1.7437 0.0148 5.1799
H 0.7540 -1.8625 3.9375
H -0.2689 -1.4659 1.7215
H 0.0397 1.7645 0.1253
H -2.2414 0.1537 2.2469
H -4.6567 0.6471 2.1533
H -5.5925 1.9774 0.2970
H -4.1087 2.7576 -1.5351
H 0.1696 3.2942 0.9658
H 1.6824 3.5618 1.8352
H 0.1412 3.7729 2.6341
N -0.0593 -0.3798 -4.3897
C 0.1288 -1.1012 -5.4894
C 0.4806 -2.3893 -5.0976
C 0.4803 -2.3574 -3.7199
N 0.1395 -1.1250 -3.2714
H -0.3299 0.5914 -4.2984
H 0.0080 -0.6651 -6.4688
H 0.7083 -3.2229 -5.7387
H 0.7137 -3.1444 -3.0218

---

[7]
60
Properties=species:S:1:pos:R:3 method="wB97M-V/def2-TZVPD" multiplicity=3 total_energy_ha=-1860.5381 charge=+2
Pd -0.0430 0.1140 -0.3130
C -0.7212 -0.9948 2.5605
C -2.2196 -0.9362 2.2822
C -2.6785 -1.4410 0.9377
C -3.7989 -2.2628 0.8702
C -4.3290 -2.6116 -0.3600
C -3.7186 -2.1267 -1.5065
C -2.5828 -1.3556 -1.3674
N -2.0633 -1.0255 -0.1769
N 0.0905 0.0826 1.9575
C 1.5046 -0.1551 2.2947
C 2.4763 0.5626 1.3917
C 3.7620 0.8329 1.8338
C 4.6702 1.4065 0.9587
C 4.2598 1.7004 -0.3330
C 2.9594 1.4086 -0.6966
N 2.0842 0.8511 0.1463
C -0.3095 1.4295 2.4084
C -1.3619 2.0727 1.5407
C -2.2833 2.9744 2.0516
C -3.2005 3.5599 1.1934
C -3.1825 3.2251 -0.1540
C -2.2326 2.3235 -0.5928
N -1.3434 1.7787 0.2396
H -0.5728 -0.9762 3.6465
H -0.3337 -1.9443 2.1886
H -2.7059 -1.5364 3.0494
H -2.5954 0.0833 2.4063
H -4.2524 -2.6205 1.7846
H -5.2057 -3.2423 -0.4193
H -4.1069 -2.3438 -2.4917
H -2.0605 -0.9875 -2.2414
H 1.6986 0.1159 3.3375
H 1.7007 -1.2258 2.2046
H 4.0461 0.5906 2.8495
H 5.6803 1.6208 1.2808
H 4.9309 2.1503 -1.0504
H 2.6026 1.6271 -1.6947
H -0.6554 1.4066 3.4460
H 0.5745 2.0709 2.3717
H -2.2820 3.2133 3.1070
H -3.9268 4.2665 1.5722
H -3.8892 3.6525 -0.8505
H -2.1618 2.0368 -1.6345
N 0.1871 -2.3680 -2.8381
C 0.2583 -1.1016 -3.2874
N 0.2759 -0.0497 -2.5051
C 0.3288 1.1373 -3.2466
C 0.3971 2.4282 -2.7275
C 0.4465 3.4977 -3.6058
C 0.4313 3.2926 -4.9836
C 0.3761 2.0158 -5.5139
C 0.3275 0.9468 -4.6325
S 0.2787 -0.7629 -4.9944
H 0.3373 -2.5584 -1.8641
H 0.3003 -3.1331 -3.4813
H 0.4259 2.5773 -1.6561
H 0.5028 4.5058 -3.2173
H 0.4714 4.1434 -5.6499
H 0.3773 1.8584 -6.5841

---

[8]
64
Properties=species:S:1:pos:R:3 method="wB97M-V/def2-TZVPD" total_energy_ha=-2864.1680 charge=-2
Au -0.4494 2.0047 0.6876
S -1.4428 0.1082 1.5782
C -0.2061 -1.1037 1.1691
N -0.6085 -2.4114 1.5042
C 0.5029 -3.3153 1.5996
C 1.4359 -3.1354 0.3803
N 1.9525 -1.7976 0.3632
C 3.3522 -1.6320 0.6998
C 4.1803 -1.5129 -0.5529
C 4.2990 -0.2689 -1.1624
C 5.0265 -0.1256 -2.3286
C 5.6489 -1.2218 -2.9028
C 5.5335 -2.4642 -2.3039
C 4.8071 -2.6070 -1.1326
C 1.0422 -0.7994 0.7545
S 1.6206 0.8533 0.5965
C -1.8503 -2.9287 0.9340
C -1.6821 -3.7600 -0.3062
C -1.8807 -5.1382 -0.2686
C -1.6567 -5.9232 -1.3844
C -1.2154 -5.3468 -2.5655
C -1.0188 -3.9743 -2.6201
C -1.2580 -3.1869 -1.5081
H 0.1458 -4.3458 1.6832
H 1.0761 -3.0644 2.5058
H 0.8511 -3.3186 -0.5278
H 2.2601 -3.8520 0.4108
H 3.6913 -2.4850 1.3050
H 3.4545 -0.7076 1.2700
H 3.7910 0.5734 -0.7182
H 5.1126 0.8478 -2.7876
H 6.2199 -1.1088 -3.8170
H 6.0166 -3.3263 -2.7511
H 4.7290 -3.5844 -0.6716
H -2.4706 -2.0487 0.7409
H -2.3382 -3.5374 1.7094
H -2.2200 -5.6012 0.6497
H -1.8307 -6.9902 -1.3375
H -1.0204 -5.9700 -3.4301
H -0.6806 -3.5177 -3.5411
H -1.1039 -2.1181 -1.5490
O 2.1458 4.5053 -1.3006
Cl 0.7638 4.2929 -1.0196
O 0.2887 3.1488 -1.7145
O 0.0338 5.4536 -1.3869
O 0.6166 4.0533 0.4031
C -4.5297 3.5206 -0.5961
C -3.8945 4.3516 0.4792
C -4.4295 5.5567 0.8544
C -3.8588 6.3375 1.8525
C -2.7530 5.8283 2.5209
C -2.1761 4.6235 2.1847
C -1.0208 4.0989 2.9901
C -2.6695 3.8711 1.0710
N -2.1995 2.7993 0.5077
H -5.3605 4.0519 -1.0651
H -4.8948 2.5805 -0.1775
H -3.7904 3.2613 -1.3521
H -5.3289 5.9048 0.3540
H -4.2624 7.3153 2.0944
H -2.3323 6.4007 3.3458
H -0.1201 4.0669 2.3774
H -0.8223 4.7346 3.8560
H -1.2221 3.0845 3.3466